Record 1
Here is a molecular structure, C44H100BF4O40Tl2 in a non-equilibrium geometry from the OMol25 dataset. Energies are from ωB97M-V with the def2-TZVPD basis set.

Structure (XYZ):
```
191
C44H100BF4O40Tl2, DFT ωB97M-V with the def2-TZVPD basis set
Tl 13.05255 26.55316 -3.43869
Tl 11.76878 24.29919 6.29281
C 7.76483 27.26644 -4.10242
C 6.83571 28.18861 -3.70580
C 7.22188 29.29929 -2.61871
O 6.37888 30.08551 -2.31374
C 8.62253 29.32050 -2.16924
C 9.52877 28.45999 -2.74906
C 9.10613 27.41096 -3.81543
O 9.94525 26.65517 -4.50973
O 10.74685 28.48941 -2.35354
O 5.63678 28.11473 -4.02074
H 7.45288 26.54898 -4.84697
H 8.96228 29.88612 -1.31423
C 11.30503 25.02794 1.20875
C 11.45692 23.86371 1.86317
C 12.21467 22.61437 1.28193
O 12.15272 21.38028 1.72473
C 12.93453 22.73239 0.08129
C 12.90238 23.98907 -0.66994
C 12.00755 25.17687 -0.02777
O 11.82761 26.17050 -0.75126
O 13.43242 24.20630 -1.76785
O 10.86686 23.82612 3.02500
H 10.77834 25.84059 1.68687
H 13.56756 21.93183 -0.27197
B 5.90113 26.63332 4.64837
F 4.69887 26.08986 4.42510
F 6.80625 25.62419 4.53616
F 6.18399 27.50237 3.59439
F 6.01034 27.29669 5.84187
C 16.68306 22.97275 -2.87555
C 15.88543 23.40166 -4.10832
O 15.77190 24.81303 -4.06939
O 15.89005 22.66818 -1.72162
H 17.39175 23.67413 -2.43519
H 17.13031 22.00141 -3.08662
H 14.83829 23.10134 -4.07079
H 16.48169 23.12352 -4.97735
H 16.63826 25.22217 -4.00922
H 15.40703 23.47669 -1.53559
C 11.03319 27.79648 4.81271
C 9.61734 27.25138 4.81244
O 9.57376 25.84041 4.80059
O 11.77145 27.33353 5.95875
H 10.67575 28.82511 4.86008
H 11.49096 27.46254 3.88156
H 9.04958 27.68047 3.98683
H 9.15494 27.59075 5.73933
H 8.64992 25.73604 4.56137
H 12.10204 28.16624 6.30356
C 14.86859 19.32003 -1.13761
C 15.21977 19.77474 0.26182
O 16.38386 20.64060 0.28948
O 13.46097 19.19715 -1.23256
H 15.31164 18.34199 -1.32535
H 15.06881 20.05948 -1.91300
H 15.30417 18.95607 0.97649
H 14.41537 20.41599 0.62214
H 16.24216 21.43218 -0.23486
H 13.01818 20.04862 -1.20905
C 14.42368 18.92517 3.54751
C 14.93086 19.25251 5.01929
O 13.90166 19.73676 5.81112
O 14.35966 17.50012 3.34468
H 15.13318 19.35794 2.84223
H 13.44047 19.26345 3.22045
H 15.60627 20.09897 4.89510
H 15.39903 18.42290 5.54906
H 13.56095 18.95977 6.26034
H 15.25295 17.18728 3.18415
C 9.90216 21.06038 5.17025
C 8.82736 21.78524 5.97827
O 8.88841 23.20614 5.98186
O 11.16636 21.44478 5.70108
H 9.81582 21.16021 4.08827
H 10.02162 19.98156 5.27022
H 8.60825 21.31081 6.93483
H 7.86683 21.51930 5.53695
H 8.00963 23.48656 6.24777
H 11.69990 20.64872 5.75784
C 7.39424 22.19710 1.43084
C 7.23956 23.40815 2.33622
O 5.95189 23.98637 2.54464
O 6.36079 21.25763 1.60060
H 8.35420 21.77564 1.72910
H 7.46821 22.30405 0.34862
H 7.97573 24.15836 2.04753
H 7.64453 23.15036 3.31481
H 6.13927 24.68097 3.18027
H 5.63368 21.69043 2.05403
C 17.40465 24.72798 0.94398
C 18.94243 24.70192 0.94827
O 19.47503 23.81262 -0.03786
O 16.84051 24.99198 -0.26593
H 17.02828 25.55550 1.54537
H 16.98590 23.80251 1.33928
H 19.62253 24.78934 1.79558
H 19.39377 25.63405 0.60839
H 19.50955 22.88874 0.22073
H 17.36332 24.40864 -0.82089
C 8.65717 18.78828 -0.69438
C 8.53173 18.68642 0.85481
O 8.84172 17.40898 1.42798
O 7.57117 18.30603 -1.48712
H 9.66380 18.45439 -0.94597
H 8.67715 19.86290 -0.87578
H 7.50689 18.90763 1.15292
H 9.16542 19.43103 1.33656
H 8.40286 16.78638 0.84371
H 7.74701 18.49422 -2.41192
C 14.56900 29.33014 -0.94978
C 14.74783 27.97058 -0.28824
O 14.88139 27.00272 -1.24003
O 13.68111 29.27079 -2.08236
H 15.53270 29.74333 -1.24753
H 14.21116 29.99332 -0.16223
H 13.97475 27.71339 0.43584
H 15.53951 28.14727 0.43986
H 15.40338 26.32282 -0.80776
H 12.97932 29.87535 -1.83020
C 7.13885 26.43574 0.39614
C 8.01890 25.82404 -0.74366
O 8.62338 24.59901 -0.36973
O 5.99551 25.64303 0.24633
H 6.86232 27.49007 0.40137
H 7.49394 26.13139 1.38071
H 8.83511 26.42443 -1.14545
H 7.44428 25.62151 -1.64748
H 9.48566 24.81095 -0.00483
H 5.79258 25.28767 1.11474
C 12.37554 24.92378 -6.92766
C 12.63882 23.70956 -5.85364
O 12.26888 23.91507 -4.50069
O 12.90241 26.03889 -6.41394
H 11.29549 24.97072 -7.06688
H 12.65636 24.75519 -7.96729
H 13.61278 23.26021 -6.04748
H 12.06988 22.85980 -6.23089
H 12.14190 23.02782 -4.15679
H 12.66832 26.85667 -6.85897
C 14.60203 24.36098 3.37868
C 15.10531 23.18023 4.30683
O 13.90308 22.56433 4.76063
O 13.82195 25.35179 4.00422
H 14.32054 23.97344 2.39956
H 15.54856 24.87661 3.21651
H 15.67485 23.64753 5.11017
H 15.86327 22.77002 3.63950
H 14.07591 21.62193 4.82080
H 14.27144 26.15511 3.73175
C 9.47386 21.77693 -3.37447
C 10.81525 21.16956 -2.88550
O 11.81054 21.27791 -3.82882
O 8.99607 21.11350 -4.51178
H 9.47274 22.83826 -3.62281
H 8.85131 21.65935 -2.48751
H 10.57325 20.15396 -2.57232
H 11.17079 21.64650 -1.97214
H 11.69086 20.74487 -4.61821
H 8.20345 20.66782 -4.20403
C 7.23591 30.28763 1.39774
C 7.29756 31.65630 2.02702
O 6.59345 31.70200 3.24881
O 7.74961 29.21505 2.11816
H 7.78602 30.15813 0.46569
H 6.19224 30.11440 1.13536
H 7.06159 32.45166 1.32003
H 8.34418 31.89640 2.21420
H 7.15627 31.21621 3.85613
H 7.04946 28.57101 2.24701
C 10.94745 30.29813 1.81225
C 10.94293 28.87600 1.14339
O 12.05434 28.11599 1.61451
O 12.17876 30.93563 1.57950
H 10.97123 30.12748 2.88855
H 10.08637 30.90223 1.52641
H 11.13457 28.88526 0.07041
H 9.97584 28.37324 1.13407
H 11.97931 27.19773 1.34478
H 12.93821 30.43779 1.89093
C 18.68157 28.54139 -2.30705
C 18.96331 27.24614 -3.12867
O 17.73359 26.45951 -3.07628
O 18.22202 28.44247 -1.00796
H 17.95332 29.18962 -2.79445
H 19.61529 29.03263 -2.03332
H 19.71701 26.64811 -2.61642
H 19.33551 27.42605 -4.13724
H 17.30912 26.96992 -2.38280
H 18.64053 29.11765 -0.46890
```

Results
Charge: +1

Results of the Mulliken charge analysis, in e, for atoms 1 through 99: 1.07 1.01 -0.17 0.30 0.21 -0.47 0.15 -0.06 0.35 -0.41 -0.36 -0.49 0.53 0.47 -0.86 0.19 0.23 -0.70 0.77 -0.95 0.87 0.32 -0.03 -0.65 1.04 -0.39 -0.21 -0.32 -0.30 -0.30 -0.40 -0.80 -0.01 -0.26 1.21 0.25 0.27 -0.20 0.44 0.26 -0.42 -0.79 0.15 0.42 -0.47 0.46 0.26 -0.35 0.50 -0.12 0.29 -0.45 0.70 -0.69 -0.58 0.40 0.04 0.62 -0.43 0.16 0.28 0.50 -1.02 -0.54 -0.58 -0.19 0.21 0.36 0.51 0.32 0.33 -0.07 -0.77 -0.31 -0.25 -0.12 0.58 0.40 0.36 0.21 0.05 0.12 1.13 -0.81 -0.52 -0.17 -0.20 -0.44 0.09 0.57 0.36 0.16 -0.82 -0.59 0.30 0.18 0.11 0.49 0.18

***

Record 2
Here is 7 unconnected molecules or ions with the total composition C44H104F13IN7O2P3SSi in a non-equilibrium geometry from the OMol25 dataset. Energies are from ωB97M-V with the def2-TZVPD basis set.

Structure (XYZ):
```
176
C44H104F13IN7O2P3SSi, DFT ωB97M-V with the def2-TZVPD basis set
C 3.22101 0.18615 -2.97601
P 2.62520 -0.97213 -4.37129
C 3.02045 -0.30832 -6.11647
Si 3.36731 -3.05232 -4.09086
C 2.58057 -3.66448 -2.42766
C 1.20663 -4.52558 -2.58489
C -0.14885 -3.82382 -1.94316
F 0.12253 -2.80138 -0.91044
F -0.86261 -4.94934 -1.22946
C -1.07206 -3.33399 -3.20223
F -0.16876 -2.65225 -4.15642
F -1.51960 -4.59822 -3.89993
C -2.44247 -2.52624 -2.82346
F -3.59691 -3.23650 -3.49264
F -2.76140 -2.72266 -1.35478
C -2.41461 -0.91640 -3.02640
F -3.36441 -0.35074 -1.99348
F -1.08317 -0.30038 -2.66088
S -2.93033 -0.21784 -4.65661
F -2.47070 -1.56800 -5.58467
F -1.29739 0.37747 -4.85502
F -3.25412 1.29928 -3.84795
F -4.57060 -0.68138 -4.51984
F -3.33788 0.57618 -6.12054
P 5.58504 -2.96543 -3.79390
N 6.40167 -2.50785 -5.32744
O 5.97269 -1.72543 -2.59534
P 2.83827 -4.24132 -5.85525
O 3.23555 -5.92726 -5.48578
I 4.20267 -3.68514 -7.83052
H 2.23672 0.62783 -2.46478
H 3.83421 1.10118 -3.43454
H 3.80784 -0.34943 -2.10209
H 4.04258 -0.68638 -6.54249
H 3.02443 0.88449 -6.07409
H 2.08934 -0.58113 -6.80538
H 2.53203 -2.73041 -1.72751
H 3.39920 -4.38664 -1.94384
H 1.01574 -4.87505 -3.71059
H 1.37730 -5.54743 -1.99092
H 7.29332 -2.00431 -5.05667
H 5.78407 -1.86882 -5.90569
H 6.23951 -0.92885 -3.15882
H 3.36898 -5.93926 -4.49025
C -0.75018 -10.14549 -8.75486
C -0.25785 -9.29797 -7.58523
N -0.88665 -7.97487 -7.49124
C -0.22983 -7.09518 -6.51901
C -0.28162 -7.50159 -5.05140
C -2.35095 -7.95457 -7.45424
C -3.03739 -8.71189 -6.32202
H -0.59643 -9.63099 -9.71068
H -0.19132 -11.08714 -8.78930
H -1.80838 -10.40226 -8.66140
H 0.82211 -9.16413 -7.72372
H -0.38707 -9.87178 -6.66005
H -0.63444 -6.07918 -6.61778
H 0.82615 -7.00176 -6.80582
H -1.26156 -7.30087 -4.61224
H 0.44282 -6.91362 -4.47820
H -0.03844 -8.55568 -4.89532
H -2.72496 -8.35114 -8.40442
H -2.70151 -6.91446 -7.44427
H -2.58116 -9.68587 -6.12667
H -4.08613 -8.89170 -6.58379
H -3.03830 -8.13523 -5.39646
C 8.77216 0.53490 3.59464
C 8.29062 0.57444 2.14714
N 7.19878 -0.36006 1.84808
C 6.92193 -0.47864 0.41289
C 6.39884 0.75668 -0.30966
C 6.01213 -0.26458 2.70173
C 5.28056 1.07321 2.74367
H 9.10398 -0.47154 3.87555
H 9.62316 1.21352 3.71915
H 7.99810 0.85704 4.29570
H 9.15314 0.31868 1.51942
H 8.01656 1.60650 1.89884
H 6.22147 -1.30760 0.24583
H 7.84812 -0.79398 -0.08596
H 5.34284 0.93327 -0.09260
H 6.47426 0.61243 -1.39252
H 6.96166 1.66079 -0.06385
H 6.30231 -0.52576 3.72524
H 5.29625 -1.04774 2.42069
H 5.96161 1.92656 2.79765
H 4.63958 1.11322 3.63150
H 4.62883 1.20128 1.87877
C -3.06654 3.28046 1.72020
C -4.55644 3.60937 1.69362
N -5.14466 3.63851 0.34901
C -6.50313 4.19044 0.32883
C -7.59124 3.41486 1.06111
C -4.95169 2.43851 -0.46875
C -5.48401 1.11884 0.08056
H -2.49169 3.99262 1.11661
H -2.69412 3.33828 2.74888
H -2.86092 2.26946 1.35961
H -4.66982 4.60149 2.14774
H -5.08125 2.90293 2.34742
H -6.81794 4.34141 -0.71225
H -6.46448 5.20153 0.75579
H -7.91014 2.53658 0.49511
H -8.47799 4.04569 1.18285
H -7.28320 3.09383 2.05944
H -3.87937 2.32000 -0.65867
H -5.38125 2.60293 -1.46537
H -5.28117 0.99177 1.14717
H -5.00472 0.28370 -0.44242
H -6.55734 1.01941 -0.08461
C 9.03241 5.43937 1.59199
C 8.86287 5.29613 3.10178
N 10.07438 4.86054 3.80699
C 9.82489 4.49746 5.20571
C 9.36850 5.60179 6.15117
C 11.27932 5.66241 3.58094
C 11.21810 7.14296 3.94269
H 9.36596 4.49853 1.13867
H 8.07267 5.70718 1.13659
H 9.74405 6.22630 1.32976
H 8.07566 4.54923 3.26253
H 8.48305 6.24368 3.50152
H 10.72361 4.02485 5.62367
H 9.06380 3.70585 5.21973
H 10.19684 6.25314 6.43932
H 8.98223 5.16146 7.07637
H 8.57073 6.21786 5.72853
H 11.55323 5.58176 2.52336
H 12.12598 5.20627 4.11001
H 10.28131 7.61531 3.63568
H 12.03118 7.67767 3.43902
H 11.35352 7.30023 5.01327
C -11.12791 1.45174 4.23300
C -12.48290 2.07536 3.91080
N -12.41342 3.46931 3.45595
C -13.72737 4.11697 3.38829
C -14.73094 3.57405 2.37842
C -11.53236 3.73586 2.31637
C -11.81920 2.99284 1.01549
H -10.59660 2.02954 4.99836
H -11.27140 0.43721 4.62077
H -10.49024 1.37145 3.34904
H -13.07664 2.03621 4.83239
H -12.99502 1.43847 3.18002
H -13.59315 5.19190 3.20868
H -14.18599 4.05785 4.38442
H -14.49112 3.89238 1.36128
H -15.72901 3.96613 2.60025
H -14.80073 2.48344 2.39556
H -10.50322 3.51080 2.61676
H -11.51888 4.81376 2.10960
H -12.06683 1.94015 1.17506
H -10.93264 3.02352 0.37224
H -12.63012 3.46105 0.45655
C -0.30920 0.90836 7.69167
C 0.37042 1.07925 6.33607
N 0.06006 0.02108 5.36716
C 0.90593 0.07284 4.17037
C 0.77198 1.28976 3.26324
C -1.36088 -0.22625 5.11081
C -2.19478 0.93788 4.58539
H -0.04820 -0.05349 8.14845
H 0.02030 1.70112 8.37225
H -1.39746 0.97796 7.61907
H 1.45160 1.07892 6.52165
H 0.11961 2.07140 5.94281
H 0.74275 -0.83286 3.57136
H 1.95366 0.00648 4.49281
H -0.13377 1.24055 2.65445
H 1.61481 1.32620 2.56510
H 0.76966 2.23213 3.81690
H -1.82122 -0.58283 6.03868
H -1.46528 -1.07298 4.42019
H -1.97116 1.88088 5.09105
H -3.25849 0.72868 4.74490
H -2.05862 1.07668 3.51236
```

Results
Charge: 0
Structure (SMILES): CP(C)[Si@](CCC(F)(F)C(F)(F)C(F)(F)C(F)(F)S(F)(F)(F)(F)F)(P(N)O)P(O)I.CCN(CC)CC.CCN(CC)CC.CCN(CC)CC.CCN(CC)CC.CCN(CC)CC.CCN(CC)CC

Results of the Mulliken charge analysis, in e, for atoms 1 through 99: -0.84 0.51 -0.92 -0.29 -0.58 -0.44 0.96 -0.27 -0.33 0.31 0.03 -0.28 0.48 -0.27 -0.29 0.64 -0.13 -0.18 1.12 -0.26 -0.31 -0.31 -0.29 -0.29 -0.17 -0.54 -0.20 0.39 -0.47 -0.10 0.32 0.36 0.04 0.18 0.35 0.24 0.38 0.33 -0.27 0.39 0.31 0.19 0.24 0.33 -1.43 -0.28 0.13 -0.72 -0.48 -0.66 -0.94 0.33 0.43 0.31 0.40 0.25 0.31 0.33 0.07 -0.03 0.39 0.39 0.33 0.24 0.37 0.26 -1.49 -0.23 0.19 -0.64 -0.64 -0.76 -0.43 0.33 0.46 0.28 0.43 0.19 0.29 0.32 0.00 0.24 0.29 0.34 0.33 0.05 0.31 0.10 -1.25 -0.24 0.19 -1.07 -0.48 -0.66 -0.79 0.34 0.42 0.16 0.42

***

Here are the calculated HOMO numbers, same order: -11.3; -7.4 (eV).
Here are the calculated LUMO level numbers, same order: -8.097; -2.644 (eV).